C23H19CuN7O5S3 as an isolated structure in a non-equilibrium geometry, computed with the ωB97M-V functional and the def2-TZVPD basis.

```
58
C23H19CuN7O5S3, DFT the ωB97M-V functional and the def2-TZVPD basis
Cu 1.995 0.287 -1.252
N -0.349 3.467 1.488
C 0.680 2.558 1.236
S 0.516 0.956 1.775
N 1.724 3.107 0.656
N 2.566 2.355 -0.056
C 3.780 2.754 -0.146
C 4.660 2.193 -1.169
C 5.994 2.590 -1.262
C 6.778 2.075 -2.279
C 6.218 1.182 -3.176
C 4.878 0.845 -3.014
N 4.119 1.343 -2.049
H -1.201 2.990 1.738
H -0.464 4.139 0.743
H 4.147 3.554 0.496
H 6.391 3.301 -0.547
H 7.819 2.367 -2.370
H 6.799 0.742 -3.975
H 4.385 0.156 -3.686
C -3.003 -3.769 4.760
O -2.870 -2.382 4.566
C -3.439 -1.862 3.430
C -2.957 -0.627 3.002
C -3.481 -0.037 1.874
C -4.503 -0.658 1.143
C -4.995 -1.867 1.601
C -4.459 -2.486 2.728
N -5.181 -0.038 0.042
N -4.623 0.616 -0.876
C -3.255 0.659 -1.202
C -2.851 1.883 -1.720
C -1.532 2.205 -1.994
C -0.495 1.288 -1.753
O 0.724 1.544 -2.017
C -0.901 -0.031 -1.246
N 0.100 -0.916 -1.049
C -0.168 -2.177 -0.838
C -1.493 -2.649 -0.855
C -2.522 -1.756 -0.976
C -2.256 -0.374 -1.094
H -2.351 -4.030 5.592
H -2.692 -4.326 3.871
H -4.030 -4.052 5.017
H -2.136 -0.155 3.529
H -3.064 0.903 1.536
H -5.791 -2.352 1.046
H -4.839 -3.451 3.033
H -3.629 2.628 -1.855
H -1.261 3.177 -2.388
H 0.686 -2.831 -0.694
H -1.690 -3.711 -0.775
H -3.543 -2.107 -1.020
O 2.929 -3.290 -1.392
S 3.449 -1.944 -1.621
O 2.565 -1.189 -2.586
O 4.836 -1.940 -2.075
S 3.287 -0.856 0.106
```

Values from the calculation:
- energy above the lowest of the compared OMol25 structures with the same formula, charge and spin (kcal/mol) = 3.1
- LUMO level (alpha / beta) (eV) = 4.17 / 4.17
- HOMO level (alpha / beta) (Eh) = -0.06542 / -0.06608
- spin multiplicity = 2
- ⟨S²⟩ = 0.75
- total charge = -2
- orbital gap (alpha / beta) (eV) = 5.9 / 6.0